# 1
Here is a structure of composition C20H45IrN2P3S2 in a non-equilibrium geometry from the OMol25 dataset. Energies are from ωB97M-V/def2-TZVPD.

Geometry as XYZ:
```
73
Properties=species:S:1:pos:R:3:forces:R:3
Ir 0.08008 0.27149 0.11556 -1.049 -0.072 1.330
P -0.77780 2.20296 1.19622 -0.873 2.024 1.291
P -2.05231 -0.47022 -0.19681 -2.327 -0.696 -1.300
P 2.18605 1.01864 0.08958 1.887 0.993 -0.264
H 1.97951 -0.21106 -4.35465 -0.375 0.510 0.594
C 2.48804 -0.61577 -3.47703 0.770 -0.330 -2.991
C 2.53097 -2.09311 -3.54725 0.794 -1.871 -0.520
H 2.66689 -2.43030 -4.59855 0.457 0.746 0.372
C -0.84585 3.54619 -0.04947 0.266 -0.306 -0.059
C -2.46091 2.37931 1.93893 0.100 -0.332 -0.123
C 0.19872 2.82861 2.62125 0.031 -0.054 -0.243
C -1.86117 -2.09634 -0.96330 -0.090 -0.482 -0.233
C -3.16386 -0.84527 1.20876 0.117 0.342 0.149
C -2.98654 0.58550 -1.34578 -0.146 -0.149 0.045
C 2.87292 -0.09452 -1.10903 0.946 0.048 0.732
C 3.07981 0.73717 1.65816 -0.063 0.140 0.004
C 2.53618 2.73662 -0.36310 0.186 -0.060 -0.105
H 3.53044 -0.30346 -3.55483 -0.020 0.100 0.084
H 3.38042 -2.48094 -2.98518 0.006 -0.184 -0.037
H -1.15951 4.45522 0.48913 0.121 -0.211 -0.281
H -1.59471 3.27992 -0.81365 0.314 0.223 0.245
H 0.14137 3.68512 -0.51419 -0.555 0.121 0.095
H -2.51794 3.41989 2.30606 -0.037 -0.423 -0.163
H -2.59615 1.69997 2.79801 -0.073 0.336 -0.345
H -3.25114 2.22037 1.18945 0.224 0.080 0.406
H -0.33316 3.72830 2.97338 0.361 -0.262 -0.011
H 1.22196 3.09292 2.32202 -0.319 -0.038 0.262
H 0.20700 2.06542 3.42029 0.068 0.480 -0.355
H -2.63770 -2.78084 -0.60003 0.093 0.116 -0.166
H -0.88361 -2.51715 -0.70461 -0.234 -0.021 -0.112
H -1.92429 -2.00029 -2.05268 -0.049 -0.057 0.272
H -3.64615 0.05623 1.60323 0.069 -0.299 -0.094
H -2.62672 -1.36094 2.01729 -0.143 0.034 -0.253
H -3.94031 -1.52542 0.82784 0.165 0.244 0.100
H -3.90931 0.06309 -1.63233 0.098 0.183 0.043
H -2.38775 0.77097 -2.24712 -0.167 -0.082 0.303
H -3.24624 1.54302 -0.87771 -0.007 -0.256 -0.141
H 3.94716 0.08392 -1.17459 0.153 -0.040 -0.383
H 2.38528 -0.01332 -2.19541 0.017 0.140 0.781
H 2.71849 -1.13416 -0.80757 -0.055 0.129 0.077
H 4.08016 1.17741 1.55208 -0.155 -0.112 0.133
H 3.17141 -0.33540 1.88449 -0.009 0.353 -0.229
H 2.54948 1.23775 2.47883 0.226 -0.080 -0.125
H 3.62897 2.86554 -0.39597 -0.287 0.082 -0.029
H 2.11855 3.41605 0.39381 0.258 -0.176 -0.251
H 2.10810 2.98193 -1.34614 0.194 -0.099 0.266
C -0.23015 -2.28871 -3.94796 -1.251 -0.244 0.960
C -0.35980 -0.92107 -3.72218 0.856 0.307 0.813
C -1.32706 -0.20576 -4.41030 -0.058 0.292 -0.258
C -2.22954 -0.86719 -5.23620 0.160 -0.601 0.283
C -2.14832 -2.25423 -5.38754 0.089 0.452 0.158
C -1.15125 -2.98051 -4.73873 0.445 -0.611 0.252
S 1.19047 -3.30610 -3.19843 0.391 1.149 -2.865
H 1.71930 -3.89272 -2.11568 -1.240 0.397 1.432
H 0.32339 -0.40164 -3.03066 -0.665 -0.343 -0.432
H -1.38675 0.88817 -4.33943 0.136 -0.503 0.130
H -3.02771 -0.31732 -5.70533 -0.053 0.073 -0.258
H -2.88487 -2.75560 -5.99674 0.065 -0.207 -0.071
H -1.09354 -4.06724 -4.83174 -0.044 0.331 -0.109
C -0.86498 -0.45849 5.27653 -0.232 0.404 1.089
N -0.48183 -0.25873 3.88457 0.296 -1.090 -1.695
C 0.47722 -0.99499 3.29750 0.579 -0.072 2.002
S 0.45156 -1.37813 1.58144 0.128 -0.969 0.524
N 1.49732 -1.51619 4.00266 -0.948 0.970 -1.723
C 2.02907 -0.92688 5.23429 0.459 -0.077 0.824
H -0.29188 0.19488 5.93999 -0.132 -0.141 -0.096
H -0.75279 -1.49569 5.59901 0.018 0.056 -0.221
H -1.90966 -0.17921 5.36703 -0.079 -0.020 0.039
H -1.24885 -0.02692 3.24667 0.434 0.030 0.386
H 2.14022 -2.05957 3.43664 -0.030 -0.199 0.319
H 1.51716 -1.34968 6.11093 0.286 0.275 -0.255
H 3.09518 -1.19332 5.29698 -0.450 0.077 -0.019
H 1.94328 0.17186 5.20930 -0.050 -0.466 0.021
```
Forces are in eV/Å.

For the gap between HOMO and LUMO (spin up / spin down), the calculation gives 7.253 / 4.888 eV. The calculation puts the energy above the lowest of the compared OMol25 structures with the same formula, charge and spin at 34.1 kcal/mol. The spin multiplicity is 6. For the HOMO energy (spin up / spin down), the calculation gives -0.695 / -0.738 Ha. As for the total charge: +4. The expectation value of S² is 8.77. Its LUMO energy (spin up / spin down) is -11.65 / -15.19 eV.



# 2
Here is a structure of composition C20H46AuO4P4 in a non-equilibrium geometry from the OMol25 dataset. Energies are from ωB97M-V/def2-TZVPD.

Geometry as XYZ:
```
75
Properties=species:S:1:pos:R:3:forces:R:3
Au 0.02453 0.24974 -0.07634 -2.508 -1.618 -0.410
P 0.63068 2.55840 -0.05141 1.237 0.767 0.406
P -1.11649 0.19351 2.06093 -0.269 0.132 1.396
P 0.02426 -0.21203 -2.44242 0.565 -0.383 -0.969
H -7.01539 -5.62918 -0.34872 0.183 -0.116 -0.046
C -6.32884 -6.09183 -1.05490 0.042 -0.423 -0.028
C -5.37612 -6.95183 -0.69200 -0.416 -0.029 -0.179
H -5.21236 -7.25214 0.34202 -0.062 0.121 -0.196
C -0.68288 3.59377 -0.73707 -0.503 -0.430 -0.081
C 1.04459 3.30436 1.54567 -0.118 -0.064 0.220
C 2.12388 2.91114 -1.01170 0.166 -0.045 -0.269
C -1.85510 -1.34544 2.68656 0.083 -0.326 -0.665
C -0.00922 0.57419 3.45497 0.343 0.023 -0.166
C -2.46422 1.40607 2.17062 -0.072 0.110 -0.430
C -0.15418 -1.95049 -2.92128 -0.302 -0.193 0.461
C 1.66287 0.17349 -3.12935 0.204 0.139 0.192
C -1.16211 0.75814 -3.40380 -0.260 0.182 0.265
H -6.49760 -5.86320 -2.11034 -0.056 -0.157 0.297
H -4.74341 -7.43037 -1.44669 -0.369 -0.005 0.297
H -0.33286 4.63263 -0.72557 0.005 -0.131 0.022
H -1.59453 3.50889 -0.13073 0.201 0.083 -0.191
H -0.91578 3.29864 -1.76801 0.051 0.148 0.280
H 1.27138 4.36252 1.35253 -0.057 -0.185 0.049
H 1.94363 2.82761 1.96342 -0.312 0.140 -0.120
H 0.21869 3.24434 2.26136 0.179 0.094 -0.111
H 1.88022 3.71479 -1.71988 0.238 -0.166 0.101
H 2.48714 2.03340 -1.55439 -0.047 0.323 0.147
H 2.90896 3.25341 -0.32429 -0.185 -0.049 -0.253
H -2.18049 -1.19112 3.72582 0.121 0.109 -0.317
H -1.09101 -2.13502 2.63688 -0.352 0.194 0.070
H -2.70769 -1.63690 2.05924 0.237 -0.018 0.360
H -0.62933 0.86351 4.31375 0.175 -0.073 -0.163
H 0.68468 1.38181 3.20907 -0.139 -0.172 0.219
H 0.57100 -0.32750 3.70315 -0.212 0.330 -0.070
H -2.88635 1.40505 3.18193 0.144 -0.032 -0.139
H -3.25450 1.12479 1.46187 0.140 0.112 0.153
H -2.12133 2.41852 1.92331 -0.090 -0.214 0.117
H 0.21678 -2.08942 -3.94690 -0.148 0.174 0.281
H -1.20515 -2.25896 -2.86068 0.227 0.003 0.022
H 0.44221 -2.55509 -2.22566 -0.172 0.034 -0.211
H 1.83454 -0.44786 -4.01636 -0.060 0.210 0.134
H 2.44519 -0.04918 -2.38738 -0.187 0.078 -0.334
H 1.70696 1.22967 -3.41169 0.114 -0.181 -0.005
H -1.16193 0.44347 -4.45624 0.125 0.022 0.255
H -0.89839 1.82329 -3.34588 -0.108 -0.310 -0.109
H -2.16675 0.61483 -2.98607 0.185 0.061 -0.171
C -1.89895 -3.29023 -0.22034 0.391 0.168 0.194
C -3.01645 -2.38907 -0.44165 -0.207 0.036 -0.451
C -4.09264 -2.76760 -1.21558 0.309 0.661 0.393
C -4.18443 -4.08662 -1.69061 -0.609 0.002 -0.133
C -3.20492 -5.03122 -1.35178 0.870 -0.243 0.690
C -2.09453 -4.66540 -0.61803 -0.091 -0.235 -0.484
O -0.78866 -2.89898 0.26013 -0.738 0.010 -0.295
H -1.47123 -0.52952 -0.47633 0.925 0.637 0.144
H -2.97413 -1.39030 -0.00599 -0.113 -0.249 -0.164
H -4.88212 -2.03885 -1.42880 0.227 -0.407 0.091
H -5.08862 -4.39009 -2.23166 0.691 0.183 0.122
H -3.35487 -6.08504 -1.57529 0.181 0.480 -0.258
H -1.30224 -5.37612 -0.36448 -0.347 0.212 -0.107
C 3.92058 0.54632 1.53296 0.304 0.362 0.199
O 3.32801 -0.15629 0.40677 -0.961 -0.394 0.117
P 2.00221 -1.04661 0.43870 2.460 -1.104 0.504
O 2.36904 -2.25165 -0.56361 -0.988 1.463 0.777
C 3.73686 -2.62698 -0.90670 0.712 -0.074 -0.481
O 1.88935 -1.65482 1.91959 -0.201 0.993 -1.415
C 1.76211 -3.08175 2.17886 -0.305 -0.871 0.120
H 3.20871 0.71172 2.35646 0.158 -0.215 -0.344
H 4.26693 1.51357 1.14052 -0.049 -0.421 0.185
H 4.77366 -0.04465 1.88862 -0.289 0.228 -0.072
H 4.23561 -1.81987 -1.46253 -0.244 -0.181 0.349
H 3.65215 -3.48830 -1.57124 -0.143 0.086 0.224
H 4.32497 -2.89984 -0.02311 -0.302 0.153 -0.123
H 0.90325 -3.50199 1.62043 0.602 0.302 0.268
H 2.70129 -3.58329 1.91423 -0.324 0.137 0.088
H 1.58502 -3.16134 3.25505 0.116 0.014 -0.251
```
Forces are in eV/Å.

For the gap between HOMO and LUMO (spin up / spin down), the calculation gives 6.108 / 3.021 eV. The calculation puts the energy above the lowest of the compared OMol25 structures with the same formula, charge and spin at 3.6 kcal/mol. The spin multiplicity is 3. For the HOMO energy (spin up / spin down), the calculation gives -0.575 / -0.577 Ha. As for the total charge: +3. The expectation value of S² is 2.04. Its LUMO energy (spin up / spin down) is -9.53 / -12.68 eV.



The highest energy above the lowest of the compared OMol25 structures with the same formula, charge and spin belongs to which entry?
C20H45IrN2P3S2